The molecule C2H2Cl2S in a non-equilibrium geometry. Source: OMol25; level of theory: ωB97M-V/def2-TZVPD.

F_max ... 0.047 hartree/bohr
HOMO energy ... -0.3502 Eh
Net charge ... 0
SMILES string ... S=CC(Cl)Cl
Kohn-Sham gap ... 8.44 eV
ΔE to the lowest compared entry with this formula, charge and spin ... 11.3 kcal per mole

```
7
Properties=species:S:1:pos:R:3:forces:R:3:mulliken_charge:R:1
S -0.70548 -2.03091 0.99957 0.773 1.800 0.677 -0.167
C -0.19282 -0.46876 1.02280 -1.127 -0.237 -0.834 -0.261
C -0.09359 0.23730 -0.34088 -1.332 -2.004 -0.326 0.115
Cl -0.78835 1.87424 -0.40069 0.369 -0.398 0.224 -0.146
Cl 1.59796 0.13171 -0.83148 0.100 0.350 -0.157 -0.121
H -0.03317 0.23515 1.85604 0.143 -0.848 0.080 0.306
H -0.72389 -0.45292 -0.99375 1.074 1.338 0.336 0.274
```
Forces are in eV/Å.

---

A 2-piece molecular cluster, C2H2Cl3NSi overall in a non-equilibrium geometry. Source: OMol25; level of theory: ωB97M-V/def2-TZVPD.

F_max ... 0.098 hartree/bohr
HOMO energy ... -0.3998 Eh
Net charge ... 0
Kohn-Sham gap ... 7.56 eV
ΔE to the lowest compared entry with this formula, charge and spin ... 96.5 kcal per mole

```
9
Properties=species:S:1:pos:R:3:forces:R:3:mulliken_charge:R:1
C -1.42900 -1.19720 1.24483 1.854 4.106 -2.242 -0.082
C -0.47468 1.03915 0.00768 -0.862 -2.403 1.435 -0.509
N -1.96254 -2.11092 1.66168 -1.026 -1.887 0.917 -0.352
Si 1.00410 0.10638 -0.63830 0.343 -0.527 0.137 0.839
Cl 2.40454 1.49928 -1.11433 -0.121 0.181 -0.008 -0.206
Cl 1.80053 -1.14042 0.73433 0.064 0.160 -0.029 -0.173
Cl 0.48619 -0.91804 -2.29009 -0.137 -0.010 -0.121 -0.196
H -0.43916 1.57573 0.94025 0.088 0.239 0.224 0.335
H -1.38997 1.14603 -0.54606 -0.202 0.141 -0.314 0.344
```
Forces are in eV/Å.

---

A 2-piece molecular cluster, C2H2Cl4Si overall in a non-equilibrium geometry. Source: OMol25; level of theory: ωB97M-V/def2-TZVPD.

F_max ... 0.090 hartree/bohr
HOMO energy ... -0.3463 Eh
Net charge ... 0
Kohn-Sham gap ... 9.11 eV
ΔE to the lowest compared entry with this formula, charge and spin ... 59.2 kcal per mole

```
9
Properties=species:S:1:pos:R:3:forces:R:3:mulliken_charge:R:1
C 0.96161 -0.63944 -0.08643 -4.078 -0.545 0.886 -0.487
C 1.64746 0.44235 -0.26068 -0.435 0.729 -0.342 -0.092
Si -1.68316 -0.14931 0.11348 4.396 -1.282 0.579 0.719
Cl 3.33657 0.46357 -0.04431 1.164 0.178 -0.015 -0.189
Cl -1.78993 1.77935 0.41025 0.001 1.837 0.169 -0.169
Cl -2.53511 -0.63998 -1.56146 -0.924 -0.633 -1.593 -0.153
Cl -2.46167 -1.03727 1.72513 -0.192 -0.535 0.391 -0.184
H 1.31459 -1.60090 0.26771 -0.064 0.084 -0.151 0.300
H 1.20964 1.38162 -0.56370 0.131 0.168 0.077 0.256
```
Forces are in eV/Å.

---

C2H2Cl6F3V2 as an isolated structure in a non-equilibrium geometry. Source: OMol25; level of theory: ωB97M-V/def2-TZVPD.

Multiplicity ... 7
F_max ... 0.083 hartree/bohr
HOMO energy (spin up / spin down) ... -0.4940 / -0.4941 Eh
Net charge ... +1
Kohn-Sham gap (spin up / spin down) ... 7.66 / 7.65 eV
ΔE to the lowest compared entry with this formula, charge and spin ... 32.7 kcal per mole

```
15
Properties=species:S:1:pos:R:3:forces:R:3:mulliken_spin:R:1
V 1.62602 1.04778 2.80866 -4.217 -0.540 0.071 3.008
V -1.38823 0.46502 2.70178 3.723 0.687 -0.102 2.999
F 0.31677 -0.70530 3.34504 -0.208 2.203 -0.762 -0.002
F -0.14045 2.08623 3.79487 0.628 -2.110 -1.692 -0.004
F 0.09638 0.97959 1.12179 0.235 -0.302 2.285 -0.005
C -1.10443 1.22786 -2.20452 -0.598 -0.097 0.026 0.000
Cl -1.00564 2.98920 -1.95627 0.251 -0.616 -0.240 0.000
Cl -1.03701 0.71987 -3.89038 0.231 0.409 0.151 0.000
Cl -2.67631 0.66147 -1.54836 0.260 -0.033 0.268 0.001
H -0.31608 0.70831 -1.65984 -0.148 0.340 -0.075 0.000
C 1.16782 -1.91761 -0.42834 0.217 -0.324 -1.527 0.000
Cl 0.61275 -1.95286 -2.15606 0.413 0.185 0.652 0.000
Cl 2.61022 -2.96147 -0.25880 -0.551 0.618 0.154 0.000
Cl -0.15977 -2.47360 0.54181 -0.287 -0.091 0.656 0.002
H 1.39797 -0.87450 -0.21138 0.054 -0.328 0.136 0.000
```
Forces are in eV/Å.

---

The molecule C2H2ClF in a non-equilibrium geometry. Source: OMol25; level of theory: ωB97M-V/def2-TZVPD.

F_max ... 0.130 hartree/bohr
HOMO energy ... -0.3634 Eh
Net charge ... 0
SMILES string ... C=C(F)Cl
Kohn-Sham gap ... 10.76 eV
ΔE to the lowest compared entry with this formula, charge and spin ... 11.3 kcal per mole

```
6
Properties=species:S:1:pos:R:3:forces:R:3:mulliken_charge:R:1
C 0.53292 0.57010 -0.02723 -6.653 0.038 0.476 -0.663
C -0.30664 -0.47928 -0.03586 3.733 -0.541 0.257 0.452
F 0.32168 -1.72322 -0.00029 -1.621 0.901 -0.316 -0.228
Cl -2.00390 -0.47773 -0.01468 0.256 -0.257 0.030 -0.118
H 1.52600 0.64397 -0.05066 3.676 -0.407 -0.067 0.363
H -0.07005 1.46617 0.12873 0.610 0.266 -0.380 0.194
```
Forces are in eV/Å.

---

A 2-piece molecular cluster, C2H2ClF2P overall in a non-equilibrium geometry. Source: OMol25; level of theory: ωB97M-V/def2-TZVPD.

F_max ... 0.053 hartree/bohr
HOMO energy (spin up / spin down) ... -0.3351 / -0.3246 Eh
Net charge ... 0
Kohn-Sham gap (spin up / spin down) ... 8.30 / 8.82 eV
ΔE to the lowest compared entry with this formula, charge and spin ... 88.9 kcal per mole

```
8
Properties=species:S:1:pos:R:3:forces:R:3:mulliken_charge:R:1
C 0.12265 -1.21648 -0.05763 -0.759 0.307 -0.151 0.176
C 0.41069 1.64147 0.44131 -1.639 -0.778 -2.024 0.116
F 1.41566 1.82276 -0.41191 -0.119 0.268 1.023 -0.162
F -0.76119 1.73401 -0.30988 1.557 0.261 1.664 -0.207
P -1.33813 -1.23384 -0.80742 -0.088 -1.341 -0.025 -0.113
Cl 1.32435 -2.10827 0.60750 0.410 -0.263 0.175 -0.103
H 0.39723 2.12438 1.43648 0.141 -0.013 -0.850 0.250
H -1.57127 -2.76403 -0.89843 0.496 1.560 0.188 0.041
```
Forces are in eV/Å.

---

A 2-piece molecular cluster, C2H2ClF3 overall in a non-equilibrium geometry. Source: OMol25; level of theory: ωB97M-V/def2-TZVPD.

F_max ... 0.079 hartree/bohr
HOMO energy (spin up / spin down) ... -0.3166 / -0.3115 Eh
Net charge ... 0
Kohn-Sham gap (spin up / spin down) ... 8.96 / 9.07 eV
ΔE to the lowest compared entry with this formula, charge and spin ... 101.0 kcal per mole

```
8
Properties=species:S:1:pos:R:3:forces:R:3:mulliken_charge:R:1
C -0.03287 1.88746 -0.54478 -1.335 -1.840 2.629 0.104
C -1.77476 0.28722 0.23268 3.718 -0.060 -1.650 -0.086
F 1.10624 1.19491 -0.55653 -0.608 0.509 -0.578 -0.204
F -0.03036 2.66484 0.59005 -0.094 -0.156 -1.986 -0.223
F -1.04766 -0.84889 -0.08976 -1.048 0.595 0.178 -0.216
Cl -3.14020 0.49561 -0.76013 0.014 0.027 0.801 -0.124
H -0.52029 2.15397 -1.49265 0.714 0.628 0.553 0.355
H -1.48597 0.54695 1.24652 -1.361 0.297 0.053 0.392
```
Forces are in eV/Å.

---

An isolated ion of composition C2H2ClIO2P and charge +1 in a non-equilibrium geometry. Source: OMol25; level of theory: ωB97M-V/def2-TZVPD.

F_max ... 0.085 hartree/bohr
HOMO energy ... -0.4910 Eh
Net charge ... +1
Kohn-Sham gap ... 6.47 eV
ΔE to the lowest compared entry with this formula, charge and spin ... 38.3 kcal per mole

```
9
Properties=species:S:1:pos:R:3:forces:R:3:mulliken_charge:R:1
C 0.98506 1.08872 0.30379 -2.708 -1.381 -0.874 0.335
C -0.06401 1.16258 -0.57342 1.007 1.195 0.187 -0.447
O 1.02640 -0.08632 0.98194 -2.102 -2.723 -0.756 -0.435
O -0.96047 0.02395 -0.62602 0.463 0.078 -0.168 -0.253
P -0.54740 -1.23424 0.17120 3.386 2.661 0.870 0.708
Cl -1.89776 -1.55337 1.51662 0.227 -0.382 0.070 -0.002
I 0.15146 -3.10107 -1.16253 -0.325 0.840 0.841 0.383
H 1.74259 1.79421 0.67258 -0.490 -0.076 -0.728 0.358
H -0.43587 1.90555 -1.28415 0.543 -0.212 0.558 0.353
```
Forces are in eV/Å.

---

C2H2ClN as an isolated structure in a non-equilibrium geometry. Source: OMol25; level of theory: ωB97M-V/def2-TZVPD.

F_max ... 0.063 hartree/bohr
HOMO energy (spin up / spin down) ... -0.3057 / -0.2986 Eh
Net charge ... 0
Kohn-Sham gap (spin up / spin down) ... 8.42 / 8.13 eV
ΔE to the lowest compared entry with this formula, charge and spin ... 90.3 kcal per mole

```
6
Properties=species:S:1:pos:R:3:forces:R:3:mulliken_charge:R:1
C 1.22622 0.61299 0.07252 -0.851 -0.108 -0.352 -0.182
C 0.25275 -0.86527 -0.64045 -0.937 1.882 1.327 -0.118
N 1.52163 -0.58583 -0.26727 3.141 -0.636 0.281 -0.369
Cl -0.11804 -0.82228 -2.28308 -0.499 -0.291 -0.342 -0.115
H 0.28196 1.17069 0.22672 -0.149 -0.487 -0.121 0.312
H -0.42170 -1.04893 0.18654 -0.705 -0.360 -0.793 0.472
```
Forces are in eV/Å.

---

An isolated ion of composition C2H2ClN2O2 and charge -1 in a non-equilibrium geometry. Source: OMol25; level of theory: ωB97M-V/def2-TZVPD.

F_max ... 0.083 hartree/bohr
HOMO energy ... -0.1587 Eh
Net charge ... -1
SMILES string ... [H]/N=N/[C@H](Cl)C(=O)[O-]
Kohn-Sham gap ... 8.19 eV
ΔE to the lowest compared entry with this formula, charge and spin ... 10.2 kcal per mole

```
9
Properties=species:S:1:pos:R:3:forces:R:3:mulliken_charge:R:1
H 2.56839 0.40191 -1.45945 -1.175 -1.128 1.210 0.218
N 1.89782 -0.22425 -0.85934 -1.070 2.069 -1.336 -0.539
N 0.76613 0.33860 -0.98685 0.587 -2.350 1.901 0.003
C -0.36972 -0.39250 -0.21135 -0.019 4.205 -0.613 -0.056
Cl -1.76096 -0.12608 -1.30177 0.152 -0.873 -0.341 -0.248
C -0.89596 0.33340 1.29273 2.725 -0.889 -1.164 0.506
O -1.85862 1.01860 1.20307 -2.532 1.618 -0.113 -0.596
O -0.14137 0.01027 2.19680 0.754 -0.604 0.772 -0.667
H -0.20571 -1.35995 0.12617 0.577 -2.048 -0.317 0.379
```
Forces are in eV/Å.

---

Calculated total energy (eV)
-37985.4031; -49041.2552; -60075.1480; -136761.4177; -17345.0179; -29347.0262; -22777.3378; -36104.4903; -16114.1657; -21703.7408